{
  "formula": "BrO2V",
  "method": "ωB97M-V/def2-TZVPD",
  "elements": ["O", "V", "O", "Br"],
  "xyz": [[6.00, 21.90, -1.97], [6.08, 23.24, -1.19], [5.94, 22.63, 0.31], [5.23, 25.06, -3.38]],
  "mulliken_charge": [-0.43, 1.45, -0.58, -0.44],
  "spin_multiplicity": 1,
  "homo_lumo_gap_ev": 6.5702,
  "relative_energy_kj_mol": 92.6,
  "charge": 0,
  "energy_ev": -99823.412
}

***

{
  "formula": "C101H209N13O11",
  "method": "ωB97M-V/def2-TZVPD",
  "elements": ["C", "O", "C", "C", "O", "C", "H", "H", "H", "H", "H", "H", "H", "H", "H", "H", "C", "C", "C", "C", "C", "C", "N", "O", "C", "C", "C", "H", "H", "H", "H", "H", "H", "H", "H", "H", "H", "H", "H", "H", "H", "H", "H", "H", "H", "H", "C", "C", "C", "C", "C", "C", "N", "O", "C", "C", "C", "H", "H", "H", "H", "H", "H", "H", "H", "H", "H", "H", "H", "H", "H", "H", "H", "H", "H", "H", "C", "C", "C", "C", "C", "C", "N", "O", "C", "C", "C", "H", "H", "H", "H", "H", "H", "H", "H", "H", "H", "H", "H", "H", "H", "H", "H", "H", "H", "H", "C", "C", "C", "C", "C", "C", "N", "O", "C", "C", "C", "H", "H", "H", "H", "H", "H", "H", "H", "H", "H", "H", "H", "H", "H", "H", "H", "H", "H", "H", "C", "C", "C", "C", "C", "C", "N", "O", "C", "C", "C", "H", "H", "H", "H", "H", "H", "H", "H", "H", "H", "H", "H", "H", "H", "H", "H", "H", "H", "H", "C", "C", "C", "C", "C", "C", "N", "O", "C", "C", "C", "H", "H", "H", "H", "H", "H", "H", "H", "H", "H", "H", "H", "H", "H", "H", "H", "H", "H", "H", "C", "C", "C", "C", "C", "C", "N", "O", "C", "C", "C", "H", "H", "H", "H", "H", "H", "H", "H", "H", "H", "H", "H", "H", "H", "H", "H", "H", "H", "H", "C", "C", "C", "C", "C", "C", "N", "O", "C", "C", "C", "H", "H", "H", "H", "H", "H", "H", "H", "H", "H", "H", "H", "H", "H", "H", "H", "H", "H", "H", "C", "C", "C", "C", "C", "C", "N", "O", "C", "C", "C", "H", "H", "H", "H", "H", "H", "H", "H", "H", "H", "H", "H", "H", "H", "H", "H", "H", "H", "H", "C", "C", "C", "C", "N", "H", "H", "H", "H", "H", "H", "H", "C", "C", "C", "C", "N", "H", "H", "H", "H", "H", "H", "H", "C", "C", "C", "C", "N", "H", "H", "H", "H", "H", "H", "H", "C", "C", "C", "C", "N", "H", "H", "H", "H", "H", "H", "H"],
  "xyz": [[-1.46, -7.69, 0.31], [-1.10, -7.17, -0.96], [-1.64, -5.92, -1.18], [-0.97, -5.42, -2.45], [-1.68, -6.01, -3.52], [-1.03, -5.99, -4.73], [-2.53, -7.92, 0.34], [-1.26, -7.02, 1.14], [-0.84, -8.55, 0.44], [-1.47, -5.24, -0.35], [-2.74, -6.04, -1.26], [-0.01, -5.89, -2.41], [-0.88, -4.34, -2.61], [-0.80, -4.99, -5.02], [-1.75, -6.27, -5.55], [-0.05, -6.56, -4.63], [-4.07, -0.67, -7.75], [-3.36, 0.42, -7.01], [-4.41, 1.11, -6.12], [-4.65, 0.37, -4.83], [-3.37, -0.02, -4.11], [-2.41, -0.82, -5.03], [-2.13, 0.00, -6.21], [-1.32, -0.72, -7.15], [-1.10, -0.94, -4.26], [-2.96, -2.19, -5.24], [-2.79, 1.41, -8.11], [-3.47, -1.26, -8.47], [-4.79, -0.19, -8.40], [-4.64, -1.40, -7.12], [-4.10, 2.16, -6.07], [-5.31, 1.11, -6.71], [-5.17, -0.58, -5.02], [-5.35, 0.96, -4.24], [-3.66, -0.65, -3.31], [-2.79, 0.91, -3.80], [-1.20, -1.39, -3.26], [-0.30, -1.44, -4.76], [-0.66, 0.04, -4.00], [-4.04, -2.28, -5.30], [-2.63, -2.54, -6.22], [-2.54, -2.98, -4.61], [-2.12, 2.15, -7.64], [-3.63, 1.89, -8.64], [-2.24, 0.77, -8.77], [-0.45, -0.29, -7.05], [2.56, 3.88, -1.46], [1.41, 3.87, -2.43], [0.28, 2.93, -1.97], [-0.96, 3.09, -2.93], [-1.50, 4.54, -2.98], [-0.32, 5.45, -3.38], [0.81, 5.26, -2.49], [1.82, 6.11, -3.11], [-0.09, 5.31, -4.90], [-0.67, 6.93, -3.21], [1.96, 3.31, -3.81], [2.46, 4.50, -0.57], [3.48, 4.09, -1.94], [2.68, 2.88, -1.06], [0.64, 1.90, -2.11], [0.04, 3.07, -0.93], [-1.78, 2.49, -2.48], [-0.80, 2.81, -3.95], [-1.99, 4.87, -2.09], [-2.32, 4.67, -3.73], [0.09, 4.32, -5.19], [-0.94, 5.74, -5.41], [0.75, 5.91, -5.32], [-0.98, 7.24, -2.20], [0.11, 7.61, -3.62], [-1.53, 7.19, -3.83], [2.57, 3.99, -4.39], [1.20, 2.79, -4.39], [2.65, 2.52, -3.47], [2.17, 6.65, -2.39], [-5.33, 2.83, -2.11], [-5.91, 2.40, -0.73], [-4.72, 2.21, 0.23], [-5.10, 2.15, 1.71], [-5.96, 3.42, 2.05], [-7.21, 3.57, 1.16], [-6.71, 3.55, -0.26], [-7.95, 3.57, -1.11], [-8.26, 2.47, 1.45], [-7.79, 4.98, 1.30], [-6.73, 1.06, -0.92], [-4.87, 3.83, -2.00], [-6.13, 2.94, -2.82], [-4.53, 2.13, -2.41], [-4.20, 1.32, -0.05], [-4.07, 3.10, 0.07], [-4.23, 2.13, 2.32], [-5.69, 1.28, 2.04], [-5.34, 4.27, 1.97], [-6.41, 3.49, 3.07], [-8.86, 2.43, 0.55], [-7.69, 1.49, 1.38], [-8.89, 2.46, 2.33], [-8.69, 4.94, 0.71], [-7.97, 5.25, 2.32], [-6.98, 5.64, 0.92], [-6.74, 0.44, -0.04], [-6.32, 0.57, -1.80], [-7.79, 1.25, -1.21], [-7.98, 4.45, -1.54], [-3.53, -2.95, 6.43], [-4.07, -1.51, 6.78], [-2.98, -0.57, 6.40], [-3.42, 0.87, 6.34], [-4.69, 1.08, 5.48], [-5.86, 0.06, 5.79], [-5.21, -1.33, 5.82], [-6.24, -2.24, 6.23], [-6.70, 0.44, 6.98], [-6.70, -0.02, 4.54], [-4.45, -1.47, 8.28], [-2.51, -3.06, 6.81], [-3.41, -3.09, 5.31], [-4.16, -3.73, 6.87], [-2.09, -0.66, 7.05], [-2.61, -0.83, 5.44], [-2.62, 1.52, 5.95], [-3.56, 1.29, 7.35], [-4.46, 1.03, 4.40], [-5.11, 2.03, 5.76], [-6.18, 0.75, 7.91], [-7.31, 1.31, 6.77], [-7.43, -0.36, 7.26], [-7.43, -0.84, 4.58], [-7.26, 0.91, 4.42], [-6.10, -0.14, 3.63], [-3.66, -1.84, 8.94], [-5.36, -2.00, 8.53], [-4.64, -0.40, 8.59], [-6.52, -2.82, 5.53], [7.00, -5.89, 2.00], [5.97, -4.97, 1.33], [4.53, -5.37, 1.61], [4.13, -5.02, 3.07], [4.40, -3.57, 3.38], [5.82, -3.05, 3.03], [6.10, -3.52, 1.68], [7.48, -3.26, 1.41], [5.72, -1.56, 3.03], [6.87, -3.53, 4.03], [6.24, -5.08, -0.21], [7.02, -6.82, 1.44], [6.86, -6.20, 3.02], [7.96, -5.39, 1.94], [3.79, -4.89, 0.97], [4.45, -6.50, 1.51], [4.67, -5.58, 3.84], [3.09, -5.27, 3.26], [4.24, -3.31, 4.43], [3.76, -2.90, 2.80], [6.69, -0.98, 2.97], [5.29, -1.23, 2.03], [5.21, -1.23, 3.93], [6.71, -2.97, 4.97], [6.90, -4.59, 4.21], [7.87, -3.21, 3.75], [7.32, -5.16, -0.34], [5.90, -4.25, -0.81], [5.66, -5.96, -0.48], [7.42, -2.53, 0.81], [3.44, -3.87, -2.95], [4.32, -3.40, -4.13], [3.56, -3.78, -5.42], [2.42, -2.86, -5.87], [2.94, -1.39, -5.89], [3.55, -0.96, -4.57], [4.63, -1.96, -4.23], [5.12, -1.52, -2.93], [4.36, 0.33, -4.87], [2.55, -0.76, -3.41], [5.73, -4.03, -4.08], [3.72, -4.91, -2.61], [2.36, -3.80, -3.26], [3.57, -3.21, -2.07], [4.21, -3.78, -6.35], [3.22, -4.77, -5.29], [1.61, -2.99, -5.16], [2.05, -3.19, -6.81], [2.18, -0.65, -6.21], [3.74, -1.39, -6.66], [5.32, 0.01, -5.25], [3.79, 1.00, -5.52], [4.53, 0.97, -3.96], [1.91, 0.12, -3.53], [1.90, -1.62, -3.33], [3.02, -0.66, -2.45], [5.71, -5.10, -3.94], [6.33, -3.48, -3.34], [6.19, -3.96, -5.06], [5.89, -0.98, -3.05], [-1.19, 8.70, 3.57], [-1.20, 7.60, 2.43], [0.19, 7.67, 1.77], [0.48, 6.44, 0.97], [0.36, 5.18, 1.81], [-1.03, 5.00, 2.42], [-1.31, 6.26, 3.13], [-2.63, 6.15, 3.69], [-2.10, 4.51, 1.37], [-0.98, 3.88, 3.51], [-2.37, 7.98, 1.43], [-0.41, 8.41, 4.26], [-2.15, 8.76, 4.08], [-1.11, 9.68, 3.15], [0.23, 8.60, 1.21], [0.89, 7.79, 2.59], [1.51, 6.53, 0.62], [-0.12, 6.34, 0.11], [1.15, 5.18, 2.59], [0.48, 4.32, 1.21], [-2.03, 5.02, 0.40], [-1.95, 3.41, 1.25], [-3.12, 4.65, 1.76], [-0.38, 3.05, 3.10], [-0.48, 4.15, 4.38], [-1.97, 3.51, 3.82], [-2.10, 8.97, 1.03], [-3.39, 8.02, 1.96], [-2.45, 7.32, 0.62], [-2.53, 6.41, 4.60], [0.57, -2.19, -1.00], [0.96, -2.04, 0.53], [2.18, -1.04, 0.66], [1.84, 0.40, 0.32], [0.77, 0.87, 1.32], [-0.51, -0.02, 1.24], [-0.11, -1.46, 1.38], [-1.24, -2.26, 1.13], [-1.30, 0.25, 2.54], [-1.33, 0.34, 0.01], [1.29, -3.49, 0.96], [1.50, -2.44, -1.46], [-0.13, -3.02, -1.14], [0.13, -1.22, -1.31], [2.60, -1.11, 1.66], [2.90, -1.41, -0.04], [2.81, 0.95, 0.42], [1.52, 0.51, -0.70], [0.53, 1.92, 1.19], [1.04, 0.73, 2.39], [-2.29, -0.23, 2.43], [-1.45, 1.32, 2.77], [-0.84, -0.15, 3.44], [-0.89, 0.17, -0.94], [-1.58, 1.38, -0.03], [-2.26, -0.24, 0.10], [2.07, -3.81, 0.29], [1.70, -3.54, 2.01], [0.46, -4.16, 0.84], [-1.56, -2.13, 0.18], [7.31, 1.34, 0.83], [6.82, 1.26, -0.67], [7.32, 2.42, -1.55], [8.80, 2.26, -1.92], [8.99, 0.93, -2.63], [8.62, -0.26, -1.78], [7.17, -0.04, -1.36], [6.81, -1.11, -0.46], [8.53, -1.51, -2.73], [9.51, -0.51, -0.61], [5.25, 1.40, -0.61], [7.56, 0.39, 1.32], [6.55, 1.83, 1.49], [8.17, 1.96, 0.96], [6.76, 2.43, -2.45], [7.12, 3.28, -0.91], [9.46, 2.34, -1.05], [9.11, 3.07, -2.60], [10.06, 0.86, -2.90], [8.32, 0.95, -3.50], [7.82, -1.43, -3.49], [9.50, -1.78, -3.15], [8.02, -2.37, -2.23], [9.05, -1.10, 0.18], [10.42, -1.03, -0.85], [9.81, 0.46, -0.18], [4.82, 1.16, -1.58], [4.95, 2.39, -0.30], [4.73, 0.69, 0.02], [6.09, -1.61, -0.95], [1.96, -1.48, 6.19], [1.37, -1.50, 4.79], [0.22, -2.43, 4.59], [0.47, -3.83, 4.97], [0.68, -4.97, 5.13], [2.42, -2.44, 6.53], [1.11, -1.23, 6.84], [2.67, -0.71, 6.34], [2.24, -1.72, 4.14], [0.94, -0.55, 4.52], [-0.07, -2.44, 3.59], [-0.60, -2.08, 5.21], [3.96, 1.61, 3.37], [3.47, 3.02, 3.64], [2.55, 3.00, 4.90], [3.38, 2.44, 5.97], [4.03, 1.98, 6.82], [4.48, 1.56, 2.42], [3.12, 0.90, 3.27], [4.57, 1.22, 4.19], [2.95, 3.46, 2.78], [4.28, 3.69, 3.76], [1.62, 2.47, 4.69], [2.28, 4.03, 5.22], [-3.55, -5.42, 2.61], [-3.75, -4.28, 1.70], [-4.24, -3.00, 2.43], [-5.52, -3.17, 3.09], [-6.57, -3.34, 3.52], [-3.44, -6.35, 2.10], [-4.41, -5.60, 3.30], [-2.66, -5.33, 3.27], [-4.41, -4.51, 0.84], [-2.83, -3.99, 1.24], [-4.35, -2.19, 1.76], [-3.53, -2.76, 3.20], [-6.42, -2.26, -2.70], [-6.11, -3.73, -2.31], [-4.72, -4.25, -2.59], [-3.78, -3.41, -1.88], [-3.06, -2.71, -1.33], [-6.44, -2.15, -3.79], [-5.65, -1.55, -2.38], [-7.33, -1.84, -2.26], [-6.81, -4.38, -2.82], [-6.25, -3.86, -1.21], [-4.46, -4.29, -3.64], [-4.54, -5.26, -2.20]],
  "mulliken_charge": [-0.79, -0.50, 0.79, 0.12, -0.44, -0.59, 0.30, 0.24, 0.38, -0.75, 0.21, 0.69, -0.20, 0.05, 0.28, 0.31, -1.76, 1.62, -1.83, 0.11, 0.82, 2.60, 0.70, -0.62, -0.84, -0.99, -1.89, 0.27, 0.54, 0.26, 0.32, 0.41, -0.13, 0.23, -0.49, -0.49, -0.72, 0.69, -0.53, -0.03, 0.61, -0.67, 0.29, 0.40, 0.48, 0.32, -1.29, 2.48, 0.97, -0.04, -1.79, 1.81, 0.84, -0.62, -1.92, -1.86, -1.10, -0.10, 0.65, -0.25, -0.89, -0.19, -0.26, 0.42, 0.08, 0.44, 0.35, 0.48, 0.33, 0.17, 0.42, 0.43, 0.37, 0.06, -0.31, 0.33, -1.84, 2.30, -0.34, 0.72, -1.64, 1.95, 0.00, -0.54, -1.51, -2.10, -0.89, 0.33, 0.75, -0.12, 0.14, -0.23, 0.23, -0.34, 0.05, 0.46, 0.41, 0.10, 0.39, 0.53, 0.39, 0.39, 0.33, -0.32, 0.29, 0.35, -1.21, 1.46, 0.19, -1.25, -0.20, 1.42, 0.85, -0.60, -1.59, -1.33, -1.76, 0.46, -0.18, 0.41, 0.61, -1.07, 0.42, 0.51, -0.74, 0.70, 0.31, 0.46, 0.31, 0.49, 0.32, -0.28, 0.44, 0.35, 0.25, 0.35, -2.07, 1.65, -0.78, -1.58, -0.03, 1.66, 1.21, -0.66, -1.52, -2.00, -1.66, 0.51, 0.36, 0.40, -0.08, 0.48, 0.57, 0.52, 0.64, -0.63, 0.54, -0.33, 0.67, 0.45, 0.31, 0.36, 0.37, -0.06, 0.52, 0.11, 0.17, 1.73, -1.77, 0.29, -1.45, 2.08, -0.53, 1.16, -1.71, 0.84, -1.78, 0.57, -0.47, -0.66, 0.30, 0.52, -0.64, 0.75, 0.18, 0.44, 0.47, 0.51, -0.22, 0.29, -1.04, -0.37, 0.50, 0.03, 0.41, -0.64, -1.96, 1.49, -1.74, 0.54, -0.36, 2.43, 0.17, -0.49, 0.26, -1.82, -1.60, 0.49, 0.41, 0.39, 0.50, 0.33, 0.57, -0.54, -0.13, -0.43, -0.42, -0.47, 0.13, -0.32, 1.00, 0.15, 0.46, 0.25, 0.27, 0.35, 0.05, 1.86, 0.23, 0.72, -0.14, 2.56, 0.69, 1.24, -0.79, -0.61, -1.01, -0.44, -0.76, -0.36, -0.44, -0.03, -0.08, -0.31, -0.05, -0.64, 0.12, 0.01, -0.81, -0.51, -0.13, 0.25, -0.01, -0.27, -0.25, -0.66, -1.22, 2.00, -1.49, -0.88, -1.27, 1.99, -0.14, 1.73, -1.97, -1.44, -1.11, -0.16, 0.48, 0.43, 0.40, 0.50, 0.33, 0.48, 0.45, 0.12, 0.54, 0.57, 0.11, -0.13, 0.55, 0.33, -0.61, 1.07, -0.83, -0.47, -1.78, 2.43, 2.51, -0.17, -0.77, 0.34, 0.43, 0.43, -1.01, -0.37, -1.29, -0.39, 0.25, -0.58, 0.39, -0.02, -0.61, -0.75, -0.35, 0.79, -0.12, 0.75, -0.22, 0.50, -1.42, 1.66, 1.49, 0.13, -0.90, 0.41, 0.35, 0.24, -0.01, -1.15, 0.29, -1.12, -0.19, -0.93, -0.49, -0.28, 0.00, 0.19, -0.45, 0.52, 0.51, 0.18, 0.49, 0.33],
  "spin_multiplicity": 1,
  "homo_lumo_gap_ev": 8.7916,
  "charge": 0,
  "energy_ev": -150008.307
}